Record 1
Formula: C16H44B3CaO4
Source: OMol25
Level of theory: ωB97M-V/def2-TZVPD

Summary:
E: -45957.6062 eV
Total charge: -1
Gap between HOMO and LUMO: 7.44 eV
HOMO energy: -5.35 eV
Relative energy (zero: lowest compared OMol25 entry of this formula, charge and spin): 0.000 eV

Positions of all 68 atoms, in Å:
Ca  -0.18688  -2.57565  0.31043
B  2.11486  -3.48836  0.87777
H  1.40391  -4.02075  0.26513
H  2.26365  -4.13171  1.73112
H  3.01789  -3.37390  0.29839
H  1.81737  -2.49062  1.16108
B  -0.49086  -5.01177  -1.13135
H  0.40183  -4.54901  -1.52275
H  -1.19782  -4.25363  -0.83190
H  -0.93825  -5.59734  -1.91951
H  -0.21697  -5.65514  -0.30958
B  0.71504  -0.81158  -1.25865
H  1.73832  -0.82546  -1.60062
H  0.35909  -1.79185  -1.53545
H  0.73031  -0.67773  -0.18809
H  0.12506  -0.13791  -1.86058
C  -4.05463  -1.24703  -1.84761
C  -4.65036  -1.34204  -0.46859
C  -3.58981  -2.25696  0.18020
O  -2.35273  -1.87429  -0.33873
C  -2.45903  -1.17994  -1.54743
H  -4.42910  -0.44264  -2.48072
H  -4.16124  -2.23947  -2.28555
H  -5.62270  -1.83093  -0.52889
H  -4.73577  -0.41408  0.09683
H  -3.81026  -3.31075  0.00985
H  -3.68129  -2.09823  1.25469
H  -1.93360  -1.67097  -2.36652
H  -2.12661  -0.15061  -1.41304
C  3.45223  1.68665  -0.86834
C  3.59015  1.08600  0.54368
C  5.04957  0.52154  0.59489
O  5.73357  1.17456  -0.45975
C  4.91157  2.11935  -1.15664
H  2.71450  2.48897  -0.85728
H  3.06171  0.93229  -1.55137
H  2.80566  0.35992  0.75695
H  3.38324  1.90254  1.23545
H  5.08633  -0.52960  0.30879
H  5.35140  0.78564  1.60842
H  5.11722  2.16645  -2.22603
H  5.06498  3.13708  -0.79776
C  -0.75574  3.15007  -1.72889
C  -1.79766  4.25085  -2.18146
C  -0.97408  5.49407  -1.72229
O  -0.13970  5.04100  -0.62379
C  -0.17930  3.64089  -0.47785
H  0.00961  3.18704  -2.50412
H  -1.17608  2.14537  -1.77341
H  -2.72574  4.20341  -1.61180
H  -1.97291  4.17109  -3.25432
H  -1.68638  6.22635  -1.34216
H  -0.46835  5.92973  -2.58400
H  -0.91269  3.59710  0.32733
H  0.76945  3.10877  -0.40837
C  -0.71044  -0.39528  4.31281
C  -1.27254  0.58431  3.27908
C  -0.48172  0.37768  1.97594
O  -0.23608  -1.03427  2.08554
C  0.11602  -1.36365  3.46574
H  -1.47786  -0.98239  4.81725
H  -0.07398  0.13203  5.02342
H  -1.29999  1.63015  3.58498
H  -2.34832  0.41716  3.22557
H  0.41455  0.99137  1.88545
H  -1.03852  0.62132  1.07112
H  1.17247  -1.11035  3.55429
H  -0.12559  -2.39491  3.72308

Forces on the atoms, in the same order (eV/Å):
Ca 0.47 -1.39 -0.45
B 0.39 -0.30 0.23
H -2.55 -1.64 -2.21
H 0.72 -2.26 3.60
H 3.47 0.35 -2.11
H -1.25 3.97 1.37
B 0.16 -0.32 -0.18
H 3.33 1.90 -1.47
H -3.22 3.17 1.36
H -2.00 -2.22 -3.03
H 0.96 -2.40 3.33
B 0.28 0.55 -0.51
H 3.83 0.15 -1.20
H -1.41 -3.73 -1.16
H -0.17 1.01 3.94
H -2.23 3.00 -1.87
C 2.08 0.18 0.13
C 0.36 -0.79 -0.05
C -1.98 0.20 0.75
O 0.78 -0.19 1.01
C -2.86 0.79 -1.50
H 0.12 -0.17 -0.08
H -0.39 0.19 -0.49
H -0.06 0.04 0.32
H 0.05 0.17 -0.24
H 0.22 -0.14 -0.33
H 0.74 -0.04 0.24
H 0.28 0.06 0.34
H 0.18 -0.11 -0.10
C 0.31 -0.51 0.32
C -0.42 -0.08 -0.61
C -2.31 0.71 -0.55
O 0.72 0.98 -0.59
C -1.24 -0.20 0.41
H 0.29 0.26 -0.14
H 0.31 -0.04 -0.13
H 0.19 -0.36 -0.22
H 0.62 0.07 0.42
H -0.09 -0.14 0.81
H 1.06 -0.36 -0.16
H 0.36 -0.54 0.02
H 0.21 0.15 0.38
C -1.97 -0.01 -2.61
C 1.73 -0.42 1.03
C -1.30 -0.99 0.15
O 0.93 1.98 -1.31
C -1.26 0.04 0.20
H 0.25 -0.21 -0.02
H 0.16 -0.04 0.43
H -0.07 -0.18 -0.12
H -0.12 0.25 0.12
H 0.31 0.30 0.19
H 0.69 -0.04 0.31
H 0.44 -1.39 0.65
H 0.20 0.63 1.03
C 0.35 0.10 -0.23
C -0.82 1.24 0.25
C -1.06 -0.56 1.09
O 0.02 -0.47 0.04
C 0.13 1.39 -0.62
H -0.12 0.47 0.20
H -0.12 -0.23 0.21
H 0.65 0.13 0.29
H -0.04 -0.50 -0.85
H 0.44 -0.32 0.43
H -0.18 -0.54 0.01
H 0.13 -0.61 0.13
H 0.36 -0.02 -0.60

Record 2
Formula: CH2N2O
Source: OMol25
Level of theory: ωB97M-V/def2-TZVPD

Summary:
E: -6088.6011 eV
Expectation value of S²: 2.007
Gap between HOMO and LUMO (spin up / spin down): 6.77 / 8.38 eV
HOMO energy (spin up / spin down): -5.75 / -10.52 eV
Relative energy (zero: lowest compared OMol25 entry of this formula, charge and spin): 4.517 eV
Multiplicity: 3

Positions of all 6 atoms, in Å:
C  0.46055  0.43978  0.66456
N  -0.45984  -0.51421  0.71578
N  -0.68848  -0.29778  -0.60408
O  0.33858  0.60284  -0.74982
H  1.03401  0.90005  1.30238
H  -0.68482  -1.13067  -1.32883

Forces on the atoms, in the same order (eV/Å):
C 1.28 2.56 -4.13
N -5.47 -5.59 -0.25
N -1.55 -3.23 0.09
O 2.53 2.33 -0.36
H 3.14 2.35 2.99
H 0.07 1.57 1.66